{
  "formula": "C4H7NO2",
  "method": "ωB97M-V/def2-TZVPD",
  "homo_lumo_gap_ev": [8.37, 8.37],
  "e_above_lowest_kcal_mol": 116.03,
  "total_charge": 0,
  "homo_ha": [-0.3629, -0.3628],
  "species": ["C", "C", "C", "O", "C", "O", "N", "H", "H", "H", "H", "H", "H", "H"],
  "positions_angstrom": [[-0.83759, -1.10579, 0.73476], [-0.21373, 0.06382, 0.05919], [-1.05933, 1.31555, -0.05615], [-2.25864, 1.25670, -0.15324], [1.24267, 0.29151, 0.12492], [1.29478, 0.80150, 1.28133], [1.96715, -0.02588, -0.88718], [-0.81729, -0.90568, 1.81210], [-1.88269, -1.18862, 0.42518], [-0.28741, -2.02646, 0.53093], [-0.22345, -0.44596, -1.55136], [-0.49419, 2.26291, -0.06056], [0.62351, -0.43514, -1.67615], [2.96577, 0.12811, -0.80895]]
}



{
  "formula": "C9H7NO2",
  "method": "ωB97M-V/def2-TZVPD",
  "homo_lumo_gap_ev": 8.15,
  "e_above_lowest_kcal_mol": 119.94,
  "total_charge": 0,
  "homo_ha": -0.3031,
  "species": ["C", "C", "C", "C", "C", "C", "C", "C", "C", "N", "O", "O", "H", "H", "H", "H", "H", "H", "H"],
  "positions_angstrom": [[3.03537, -0.36733, -0.07436], [2.28825, -1.59963, 0.00818], [2.42836, 0.85159, -0.14412], [0.94483, -1.51554, 0.01048], [0.98430, 1.06855, -0.09263], [0.19128, -0.23896, 0.09069], [0.45955, 2.28204, -0.14177], [-1.25411, -0.08310, 0.12350], [-3.68254, 0.05535, -0.19857], [-2.31810, 0.02627, -0.52044], [-0.14109, 3.28443, -0.15988], [-0.75827, -0.24684, 1.37468], [4.15932, -0.56122, -0.10498], [2.65984, -2.63370, 0.06262], [3.16413, 1.73983, -0.11529], [0.20920, -2.27113, 0.13458], [-4.20537, -0.84387, -0.41286], [-4.29911, 0.85596, -0.78849], [-3.86584, 0.19732, 0.94866]]
}



{
  "formula": "C3H8Cl2SSi",
  "method": "ωB97M-V/def2-TZVPD",
  "homo_lumo_gap_ev": [6.55, 7.84],
  "e_above_lowest_kcal_mol": 86.35,
  "total_charge": 0,
  "homo_ha": [-0.2790, -0.2904],
  "species": ["C", "C", "C", "Si", "S", "Cl", "Cl", "H", "H", "H", "H", "H", "H", "H", "H"],
  "positions_angstrom": [[1.38449, 0.43697, -2.31456], [-0.35477, 0.37115, 2.60526], [-2.11850, 0.23574, 0.53762], [0.46874, -0.90675, -1.30697], [-1.94346, -0.38528, 2.12775], [-0.09986, -2.39357, -2.49013], [1.95377, -1.50401, -0.03184], [0.74728, 0.85307, -3.13105], [1.53961, 1.28728, -1.75491], [2.25855, 0.04040, -2.58935], [-0.41508, 1.34275, 2.88183], [0.45429, 0.42123, 1.91039], [-0.03511, 0.00758, 3.50878], [-1.28659, 0.74637, 0.17920], [-2.55336, -0.55293, -0.13200]]
}



{
  "formula": "C56H103ClN9O3S",
  "method": "ωB97M-V/def2-TZVPD",
  "homo_lumo_gap_ev": 8.37,
  "total_charge": 1,
  "homo_ha": -0.4167,
  "species": ["C", "C", "C", "C", "C", "C", "C", "C", "C", "C", "C", "C", "C", "C", "C", "N", "C", "C", "C", "C", "C", "C", "S", "O", "O", "Cl", "C", "C", "C", "N", "C", "C", "C", "C", "O", "H", "H", "H", "H", "H", "H", "H", "H", "H", "H", "H", "H", "H", "H", "H", "H", "H", "H", "H", "H", "H", "H", "H", "H", "H", "H", "H", "H", "H", "H", "H", "H", "H", "H", "H", "H", "H", "H", "H", "H", "H", "H", "H", "H", "H", "H", "H", "H", "H", "H", "H", "H", "H", "H", "C", "C", "C", "C", "N", "H", "H", "H", "H", "H", "H", "H", "C", "C", "C", "C", "N", "H", "H", "H", "H", "H", "H", "H", "C", "C", "C", "C", "N", "H", "H", "H", "H", "H", "H", "H", "C", "C", "C", "C", "N", "H", "H", "H", "H", "H", "H", "H", "C", "C", "C", "C", "N", "H", "H", "H", "H", "H", "H", "H", "C", "C", "C", "C", "N", "H", "H", "H", "H", "H", "H", "H", "C", "C", "C", "C", "N", "H", "H", "H", "H", "H", "H", "H"],
  "positions_angstrom": [[-8.28913, 1.14966, 0.17548], [-7.94063, -0.31950, -0.11261], [-6.47706, -0.56120, -0.50475], [-6.25889, -0.82153, -1.99353], [-6.80744, 0.27481, -2.90226], [-6.02382, 1.59838, -2.81851], [-5.15757, 1.92622, -4.04888], [-3.65537, 1.96449, -3.74711], [-2.98203, 0.61257, -3.93357], [-1.48729, 0.66843, -3.68252], [-0.78908, -0.68324, -3.80413], [0.70920, -0.55837, -3.49214], [1.24449, -1.59914, -2.48930], [1.59886, -0.93021, -1.16287], [2.92326, -0.15467, -1.15587], [2.61729, 1.28052, -0.93330], [3.15953, 1.80268, 0.08611], [4.12036, 0.91891, 0.76864], [5.55315, 1.51083, 0.54412], [6.07446, 2.53978, 1.58271], [4.99976, 3.50692, 2.05286], [5.47342, 4.73518, 2.83183], [3.96948, 5.68075, 3.09394], [3.08720, 4.94820, 3.93625], [3.51780, 6.06507, 1.79726], [4.56114, 7.29874, 4.10798], [3.82281, -0.44043, 0.05924], [4.97959, -1.38317, -0.18388], [5.60456, -1.86563, 1.12337], [4.58355, -2.49803, 1.96011], [4.81036, -3.92089, 2.26198], [5.71298, -4.24409, 3.44002], [4.19590, -1.72013, 3.08824], [5.25502, -0.98554, 3.87934], [3.03805, -1.63854, 3.40749], [-9.00598, 1.22437, 0.98791], [-8.74849, 1.63684, -0.67859], [-7.40265, 1.71919, 0.44632], [-8.18916, -0.91485, 0.76072], [-8.56728, -0.65332, -0.93731], [-6.09843, -1.42747, 0.03885], [-5.85142, 0.27554, -0.19472], [-5.18620, -0.92146, -2.17177], [-6.69809, -1.78216, -2.26312], [-7.84236, 0.46345, -2.62085], [-6.83283, -0.07942, -3.93080], [-5.36928, 1.54492, -1.94838], [-6.71729, 2.41380, -2.63164], [-5.34562, 1.20710, -4.84398], [-5.44808, 2.90456, -4.42694], [-3.52942, 2.26069, -2.70524], [-3.15627, 2.68370, -4.39676], [-3.41165, -0.12743, -3.25889], [-3.15923, 0.26485, -4.95368], [-1.33652, 1.02623, -2.65948], [-1.02251, 1.37296, -4.37567], [-1.26109, -1.36465, -3.10149], [-0.94078, -1.08096, -4.80527], [1.30388, -0.60165, -4.40130], [0.84614, 0.43878, -3.06879], [0.48859, -2.34832, -2.27122], [2.11956, -2.10625, -2.89369], [1.58266, -1.62628, -0.32771], [0.80541, -0.20520, -0.97800], [3.41290, -0.21579, -2.12585], [1.98584, 1.83015, -1.52147], [2.91271, 2.82708, 0.31390], [3.89812, 0.84786, 1.82807], [6.24148, 0.67367, 0.51313], [5.60203, 1.96683, -0.44448], [6.55547, 2.02520, 2.41156], [6.84744, 3.11356, 1.07548], [4.54685, 3.92149, 1.16385], [4.22724, 2.99154, 2.61392], [6.08834, 5.34935, 2.17853], [5.98647, 4.55622, 3.76979], [3.17128, -0.96312, 0.75827], [4.58888, -2.25911, -0.70170], [5.74377, -0.95216, -0.83264], [6.39828, -2.56759, 0.87891], [6.07048, -1.02761, 1.64108], [3.84802, -4.41173, 2.39225], [5.25536, -4.34860, 1.36646], [6.75139, -3.98770, 3.24445], [5.38309, -3.78406, 4.36788], [5.68724, -5.31957, 3.60216], [4.92610, -0.96616, 4.91173], [5.30517, 0.05138, 3.54728], [6.24170, -1.42313, 3.78972], [5.27719, -8.71089, 0.63983], [4.08079, -7.84039, 0.28111], [4.22020, -7.15887, -1.08550], [5.38182, -6.27521, -1.13599], [6.28048, -5.56147, -1.12465], [6.19446, -8.12268, 0.70189], [5.12204, -9.19327, 1.60351], [5.42826, -9.49720, -0.10183], [3.94269, -7.06752, 1.04110], [3.17687, -8.44885, 0.27703], [3.33634, -6.55988, -1.30952], [4.32823, -7.89975, -1.87925], [-1.99085, -4.92122, 0.10899], [-2.95339, -5.73552, -0.74650], [-2.78834, -5.46333, -2.24662], [-3.04255, -4.06252, -2.56929], [-3.25475, -2.95548, -2.78252], [-2.16848, -3.85099, -0.00969], [-2.11411, -5.16316, 1.16396], [-0.95292, -5.12722, -0.16294], [-3.98181, -5.51819, -0.45514], [-2.79213, -6.80054, -0.57480], [-3.47733, -6.07356, -2.83116], [-1.77440, -5.70722, -2.56989], [0.20302, 1.73712, 1.59119], [-0.89237, 2.01023, 2.61405], [-2.06395, 1.02964, 2.46336], [-2.65161, 1.12980, 1.12930], [-3.08054, 1.19176, 0.06658], [-0.17912, 1.85643, 0.57320], [1.03317, 2.43447, 1.72563], [0.58409, 0.71721, 1.69461], [-1.26060, 3.03064, 2.49923], [-0.49010, 1.93235, 3.62399], [-2.84099, 1.23094, 3.20063], [-1.72722, 0.00172, 2.60806], [-13.12926, 1.14824, 2.44005], [-12.28489, 2.28187, 3.00816], [-12.20807, 3.49381, 2.07162], [-11.60659, 3.14683, 0.78735], [-11.14471, 2.84047, -0.21673], [-12.70313, 0.76572, 1.51180], [-13.18615, 0.32017, 3.14581], [-14.14723, 1.48221, 2.23235], [-11.27389, 1.92438, 3.21227], [-12.70277, 2.61471, 3.95944], [-11.61245, 4.29068, 2.51821], [-13.20551, 3.89331, 1.88050], [0.94665, 7.45052, 0.46390], [-0.19805, 7.64125, -0.52587], [-0.79749, 6.29455, -0.95746], [0.19370, 5.36957, -1.48918], [0.94505, 4.58829, -1.86820], [1.78233, 6.96015, -0.03674], [1.31757, 8.39420, 0.86213], [0.65352, 6.82906, 1.31147], [0.16490, 8.19642, -1.39157], [-1.01087, 8.22442, -0.09188], [-1.59405, 6.42262, -1.69078], [-1.23686, 5.79368, -0.09398], [2.69537, -13.27091, -3.13117], [2.71819, -11.79860, -3.52100], [3.53799, -10.93893, -2.54947], [2.99399, -10.99093, -1.19427], [2.53666, -11.07230, -0.14528], [2.22449, -13.41578, -2.15841], [2.13317, -13.85108, -3.86146], [3.70552, -13.68093, -3.08335], [1.69931, -11.41063, -3.56815], [3.14919, -11.68485, -4.51661], [3.54786, -9.89868, -2.87696], [4.57199, -11.28744, -2.51308], [4.45308, 12.29020, 3.69130], [3.47853, 11.34591, 2.99811], [3.69889, 11.26646, 1.48314], [3.52091, 12.56406, 0.83842], [3.37284, 13.59403, 0.35677], [4.33132, 13.31321, 3.33485], [4.28633, 12.29296, 4.76799], [5.48742, 11.99067, 3.51190], [2.45426, 11.66521, 3.19721], [3.58518, 10.34112, 3.41155], [2.99747, 10.56696, 1.02606], [4.70833, 10.91404, 1.26274]]
}



{
  "formula": "C27H24Cl4N2O2",
  "method": "ωB97M-V/def2-TZVPD",
  "homo_lumo_gap_ev": 4.29,
  "e_above_lowest_kcal_mol": 26.00,
  "total_charge": 0,
  "homo_ha": -0.2330,
  "species": ["Cl", "C", "C", "Cl", "C", "O", "C", "Cl", "C", "Cl", "C", "O", "C", "C", "C", "C", "C", "C", "N", "C", "N", "C", "C", "C", "C", "C", "C", "C", "C", "C", "C", "C", "C", "C", "C", "H", "H", "H", "H", "H", "H", "H", "H", "H", "H", "H", "H", "H", "H", "H", "H", "H", "H", "H", "H", "H", "H", "H", "H"],
  "positions_angstrom": [[2.48271, 0.97516, 1.34521], [0.94718, 1.71873, 1.59161], [0.83046, 2.97426, 2.07720], [2.19580, 3.92499, 2.44709], [-0.51713, 3.58471, 2.27839], [-0.63826, 4.77326, 2.55757], [-1.71308, 2.67410, 2.16063], [-3.24882, 3.34513, 2.54990], [-1.57343, 1.40290, 1.71606], [-2.87398, 0.25609, 1.75554], [-0.25105, 0.98513, 1.11443], [-0.07099, -0.44478, 1.08219], [-5.64520, 2.98247, -0.93480], [-4.40360, 2.16976, -1.14365], [-3.16869, 2.79708, -1.02771], [-1.96618, 2.06837, -1.17179], [-0.69538, 2.65364, -1.06882], [-2.12471, 0.64532, -1.31373], [-0.98672, -0.13247, -1.08672], [-0.01908, 0.32408, -0.09458], [1.00761, -1.92336, -0.59184], [2.21510, -2.01940, -0.04418], [2.21499, -2.58033, 1.27645], [0.93400, -2.97926, 1.94294], [3.43239, -2.79518, 1.87440], [4.62767, -2.49487, 1.21159], [5.92267, -2.80204, 1.88004], [4.61385, -1.90299, -0.05751], [3.42245, -1.59770, -0.69301], [3.40144, -0.90340, -2.01601], [0.52260, -1.85344, -1.80323], [-0.54966, -1.01934, -2.04533], [-3.35438, 0.00629, -1.51554], [-3.48512, -1.47389, -1.72184], [-4.49892, 0.80139, -1.44963], [-6.52563, 2.37569, -1.16592], [-5.70938, 3.32413, 0.10951], [-5.63322, 3.87237, -1.57982], [-3.09485, 3.87260, -0.83539], [0.95690, 0.38012, -0.50043], [0.15193, 2.25103, -1.62540], [-0.63752, 3.69369, -0.75650], [1.12414, -3.88544, 2.53233], [0.57729, -2.21649, 2.64987], [0.13809, -3.18616, 1.21849], [3.43489, -3.25221, 2.86373], [6.74750, -2.66281, 1.17689], [6.08083, -2.14112, 2.74222], [5.93253, -3.83551, 2.24817], [5.54499, -1.67958, -0.57817], [4.43125, -0.63402, -2.27499], [3.01822, -1.54974, -2.81663], [2.81074, 0.02397, -2.01157], [0.88426, -2.56607, -2.56610], [-1.12132, -1.07435, -2.96533], [-4.54387, -1.74826, -1.64862], [-3.13878, -1.77785, -2.71778], [-2.93895, -2.06642, -0.97595], [-5.47659, 0.34199, -1.60393]]
}



{
  "formula": "C4H12N2",
  "method": "ωB97M-V/def2-TZVPD",
  "homo_lumo_gap_ev": [2.92, 9.02],
  "e_above_lowest_kcal_mol": 27.94,
  "total_charge": -1,
  "homo_ha": [0.0512, -0.1752],
  "spin_multiplicity": 2,
  "species": ["C", "C", "C", "N", "C", "N", "H", "H", "H", "H", "H", "H", "H", "H", "H", "H", "H", "H"],
  "positions_angstrom": [[-0.01616, 2.52706, 0.32562], [-0.69482, 1.21734, 0.78909], [0.41875, 0.16680, 0.91281], [0.91882, -0.37494, -0.37167], [0.44050, -1.65508, -0.97280], [-0.91430, -2.06283, -0.57395], [-0.54907, 3.52469, 0.33363], [0.79346, 2.82819, 1.01253], [0.41988, 2.27840, -0.64087], [-1.46358, 0.92640, 0.07076], [-1.23163, 1.27056, 1.74274], [1.38928, 0.52131, 1.25274], [0.13386, -0.72316, 1.48797], [0.92708, 0.22613, -1.19423], [1.24774, -2.38413, -0.81516], [0.39158, -1.42720, -2.05619], [-1.06318, -1.51656, 0.26235], [-1.58174, -1.81032, -1.28908]]
}